# 1
{"formula": "C4H7NO", "method": "the ωB97M-V functional and the def2-TZVPD basis", "elements": ["C", "C", "C", "N", "C", "O", "H", "H", "H", "H", "H", "H", "H"], "xyz": [[-0.89, -0.92, 0.52], [-0.41, 0.56, 0.46], [1.10, 0.80, 0.34], [1.41, 0.06, -0.90], [0.33, -0.07, -1.51], [-0.81, 0.93, -0.85], [-1.47, -1.09, -0.40], [-0.11, -1.68, 0.56], [-1.59, -1.05, 1.33], [-0.78, 1.12, 1.34], [1.34, 1.87, 0.21], [1.71, 0.38, 1.14], [0.17, -0.90, -2.25]], "lowdin_charge": [-0.057, -0.405, -0.159, 0.056, -0.078, -0.121, 0.082, 0.084, 0.069, 0.146, 0.125, 0.113, 0.146], "spin_multiplicity": 1, "total_charge": 0, "gap_ev": 11.0, "fmax_ev_per_a": 2.9, "relative_energy_kcal_mol": 74.0, "smiles": "C[C@H]1CN=CO1", "homo_ha": -0.36633}

---

# 2
{"formula": "C9H19N2O2", "method": "the ωB97M-V functional and the def2-TZVPD basis", "elements": ["N", "C", "C", "C", "N", "C", "C", "C", "C", "C", "C", "O", "O", "H", "H", "H", "H", "H", "H", "H", "H", "H", "H", "H", "H", "H", "H", "H", "H", "H", "H", "H"], "xyz": [[0.65, -0.37, 2.57], [0.55, 1.06, 2.13], [0.27, 1.30, 0.57], [-0.98, 2.31, 0.45], [-2.15, 1.78, -0.33], [-2.60, 0.40, 0.05], [-1.43, -0.69, 0.16], [-0.06, 0.00, -0.31], [1.18, -1.03, -0.46], [1.88, -0.99, -1.91], [1.79, -2.45, -2.60], [0.94, -2.70, -3.49], [2.73, -3.43, -2.13], [1.63, -0.63, 2.79], [0.16, -0.49, 3.47], [-0.20, 1.57, 2.84], [1.57, 1.55, 2.37], [1.19, 1.81, 0.12], [-0.60, 3.24, -0.12], [-1.38, 2.71, 1.45], [-1.99, 1.86, -1.36], [-2.96, 2.42, -0.14], [-3.30, 0.04, -0.81], [-3.28, 0.45, 0.98], [-1.59, -1.61, -0.52], [-1.43, -1.08, 1.23], [-0.25, 0.38, -1.39], [0.84, -2.11, -0.26], [2.01, -0.82, 0.31], [1.37, -0.27, -2.65], [2.98, -0.63, -1.85], [2.48, -3.58, -1.19]], "lowdin_charge": [-0.024, -0.220, -0.216, -0.093, 0.004, -0.115, -0.115, -0.257, -0.139, -0.093, -0.382, 0.071, 0.029, 0.089, 0.081, 0.124, 0.130, 0.152, 0.155, 0.141, 0.190, 0.191, 0.151, 0.150, 0.137, 0.115, 0.138, 0.127, 0.117, 0.121, 0.130, 0.110], "spin_multiplicity": 1, "total_charge": 1, "gap_ev": 9.4, "fmax_ev_per_a": 5.3, "relative_energy_kcal_mol": 42.7, "smiles": "NC[C@@H]1C[NH2+]CC[C@@H]1CCC(=O)O", "homo_ha": -0.47154}

---

# 3
{"formula": "C6H15N2", "method": "the ωB97M-V functional and the def2-TZVPD basis", "elements": ["C", "C", "C", "C", "N", "C", "C", "N", "H", "H", "H", "H", "H", "H", "H", "H", "H", "H", "H", "H", "H", "H", "H"], "xyz": [[-2.68, -0.30, 1.79], [-1.29, -0.16, 1.18], [-1.12, -0.99, -0.12], [0.40, -1.33, -0.37], [3.01, 1.10, -1.69], [2.16, 0.03, -1.52], [1.24, -0.14, -0.55], [-1.18, 1.37, 0.94], [-2.90, -1.33, 2.04], [-2.88, 0.21, 2.77], [-3.44, 0.18, 1.16], [-0.32, -0.48, 1.63], [-1.59, -1.97, -0.03], [-1.69, -0.53, -0.96], [0.24, -1.91, -1.32], [0.60, -2.02, 0.49], [3.26, 1.35, -2.62], [3.18, 1.78, -0.97], [2.55, -0.89, -2.00], [1.40, 0.60, 0.23], [-1.77, 1.56, 0.13], [-0.18, 1.58, 0.69], [-1.50, 1.97, 1.70]], "lowdin_charge": [-0.051, -0.323, -0.173, -0.211, 0.058, -0.203, -0.168, 0.202, 0.092, 0.099, 0.100, 0.154, 0.124, 0.131, 0.137, 0.128, 0.093, 0.092, 0.141, 0.094, 0.162, 0.149, 0.174], "spin_multiplicity": 1, "total_charge": 1, "gap_ev": 8.4, "fmax_ev_per_a": 3.0, "relative_energy_kcal_mol": 54.8, "smiles": "C[C@H]([NH3+])CC/C=C/N", "homo_ha": -0.42701}

---

# 4
{"formula": "C4H7O2S", "method": "the ωB97M-V functional and the def2-TZVPD basis", "elements": ["C", "C", "C", "C", "O", "O", "S", "H", "H", "H", "H", "H", "H", "H"], "xyz": [[-2.05, 0.11, 0.17], [0.86, 0.68, 1.03], [0.54, -0.76, -0.94], [0.00, -0.41, 0.44], [-2.37, -0.14, -0.94], [0.66, 0.28, -1.87], [-2.57, 0.67, 1.58], [1.93, 0.60, 0.71], [0.92, 0.65, 2.12], [0.65, 1.75, 0.75], [-0.19, -1.63, -1.37], [1.58, -1.12, -0.76], [0.20, -1.38, 1.00], [-0.17, 0.70, -1.93]], "lowdin_charge": [-1.009, -0.191, -0.368, -0.322, -0.069, -0.075, 0.471, 0.061, 0.048, 0.072, 0.140, 0.098, 0.101, 0.044], "spin_multiplicity": 1, "total_charge": -1, "gap_ev": 6.6, "fmax_ev_per_a": 4.2, "relative_energy_kcal_mol": 45.4, "homo_ha": -0.10662}

---

# 5
{"formula": "C3H7N3O", "method": "the ωB97M-V functional and the def2-TZVPD basis", "elements": ["C", "N", "C", "O", "N", "C", "N", "H", "H", "H", "H", "H", "H", "H"], "xyz": [[1.70, -0.77, 0.05], [0.37, -0.42, 0.50], [-0.23, 2.28, -0.51], [0.91, 2.55, -0.66], [-1.42, 2.11, -0.39], [-0.76, -1.02, 0.08], [-1.92, -0.66, 0.49], [1.64, -1.20, -0.95], [2.19, -1.49, 0.72], [2.31, 0.14, -0.02], [0.27, 0.22, 1.28], [-1.85, 1.28, 0.02], [-0.58, -1.80, -0.67], [-2.65, -1.22, 0.06]], "lowdin_charge": [-0.086, -0.066, -0.427, 0.111, 0.174, -0.327, 0.036, 0.085, 0.081, 0.079, 0.137, 0.029, 0.130, 0.043], "spin_multiplicity": 1, "total_charge": 0, "gap_ev": 10.2, "fmax_ev_per_a": 0.8, "relative_energy_kcal_mol": 17.0, "smiles": "[H]/N=C/NC.N=C=O", "homo_ha": -0.34481}

---

# 6
{"formula": "C4H10NO", "method": "the ωB97M-V functional and the def2-TZVPD basis", "elements": ["C", "C", "C", "C", "O", "N", "H", "H", "H", "H", "H", "H", "H", "H", "H", "H"], "xyz": [[-1.32, -0.48, -0.78], [0.11, -0.28, -0.37], [0.32, 0.36, 0.98], [0.48, -0.60, 2.13], [1.15, -0.26, 3.16], [0.72, 0.65, -1.44], [-1.44, -0.85, -1.79], [-1.87, 0.48, -0.69], [-1.93, -1.00, -0.04], [0.72, -1.16, -0.41], [-0.62, 0.93, 1.18], [1.01, 1.21, 1.06], [0.07, -1.61, 2.00], [0.26, 1.57, -1.39], [0.64, 0.25, -2.37], [1.71, 0.80, -1.23]], "lowdin_charge": [-0.063, -0.373, -0.238, -0.450, -0.198, 0.193, 0.077, 0.091, 0.100, 0.122, 0.104, 0.108, 0.058, 0.161, 0.151, 0.158], "spin_multiplicity": 2, "total_charge": 0, "gap_ev": [2.6, 6.0], "fmax_ev_per_a": 2.4, "relative_energy_kcal_mol": 61.5, "homo_ha": [-0.11528, -0.24662]}

---

# 7
{"formula": "C5H3F3O3", "method": "the ωB97M-V functional and the def2-TZVPD basis", "elements": ["C", "C", "C", "C", "C", "O", "O", "O", "F", "F", "F", "H", "H", "H"], "xyz": [[-0.60, 1.29, -0.80], [-0.87, 1.53, 0.59], [-0.41, 0.15, 0.19], [1.44, -0.07, 0.65], [-1.10, -1.16, -0.09], [-0.51, 1.59, -1.97], [-1.02, 2.24, 1.54], [1.95, -0.77, -0.31], [-0.77, -1.59, -1.30], [-0.76, -2.02, 0.86], [-2.50, -1.06, -0.14], [1.39, -0.64, 1.55], [1.67, 0.99, 0.46], [2.10, -0.47, -1.24]], "lowdin_charge": [-0.251, -0.264, -0.017, -0.080, -0.555, 0.146, 0.162, 0.008, 0.170, 0.159, 0.096, 0.129, 0.132, 0.164], "spin_multiplicity": 1, "total_charge": 0, "gap_ev": 8.1, "fmax_ev_per_a": 5.0, "relative_energy_kcal_mol": 1.9, "homo_ha": -0.35528}

---

# 8
{"formula": "C44H65I2NO31S", "method": "the ωB97M-V functional and the def2-TZVPD basis", "elements": ["C", "C", "O", "O", "C", "C", "C", "C", "C", "C", "I", "C", "C", "I", "O", "S", "O", "O", "O", "C", "C", "C", "C", "C", "O", "C", "O", "O", "N", "O", "H", "H", "H", "H", "H", "H", "H", "H", "H", "H", "H", "H", "H", "H", "H", "H", "H", "H", "H", "H", "H", "H", "H", "C", "C", "C", "O", "C", "O", "O", "H", "H", "H", "H", "H", "H", "C", "C", "C", "O", "C", "O", "O", "H", "H", "H", "H", "H", "H", "C", "C", "C", "O", "C", "O", "O", "H", "H", "H", "H", "H", "H", "C", "C", "C", "O", "C", "O", "O", "H", "H", "H", "H", "H", "H", "C", "C", "C", "O", "C", "O", "O", "H", "H", "H", "H", "H", "H", "C", "C", "C", "O", "C", "O", "O", "H", "H", "H", "H", "H", "H", "C", "C", "C", "O", "C", "O", "O", "H", "H", "H", "H", "H", "H"], "xyz": [[4.98, -5.24, 2.69], [6.07, -4.11, 2.43], [6.67, -3.66, 3.44], [6.46, -3.59, 1.17], [5.34, -3.09, 0.40], [4.82, -1.64, 0.81], [3.44, -1.61, 1.62], [2.29, -2.55, 1.02], [0.80, -1.92, 1.14], [0.47, -0.55, 0.37], [-0.10, 1.20, 1.60], [0.50, -0.33, -1.02], [0.09, 1.09, -1.70], [1.10, -1.90, -2.39], [0.85, -1.44, 2.54], [0.40, -2.56, 3.69], [-0.54, -1.80, 4.58], [1.57, -3.06, 4.46], [-0.39, -3.58, 2.61], [-0.40, -3.01, 1.25], [-0.41, -4.25, 0.25], [0.62, -5.43, 0.61], [1.62, -5.70, -0.64], [2.31, -7.16, -0.57], [3.77, -7.11, -0.62], [4.23, -6.61, -1.87], [4.40, -7.28, -2.90], [-1.78, -2.45, 1.18], [-2.58, -3.05, 2.13], [-3.71, -2.76, 1.92], [5.37, -6.16, 3.23], [4.54, -5.61, 1.68], [4.10, -4.72, 3.22], [5.71, -3.01, -0.69], [4.54, -3.91, 0.39], [4.79, -0.90, -0.07], [5.62, -1.21, 1.53], [3.64, -1.89, 2.71], [3.09, -0.51, 1.62], [2.26, -3.49, 1.69], [2.55, -2.92, -0.02], [0.97, 1.81, -1.74], [-0.86, 1.52, -1.25], [-0.17, 0.85, -2.79], [-1.47, -4.71, 0.33], [-0.27, -3.99, -0.85], [1.17, -5.31, 1.60], [0.01, -6.41, 0.70], [2.47, -4.94, -0.62], [1.03, -5.63, -1.63], [1.97, -7.64, 0.41], [1.92, -7.80, -1.44], [4.45, -5.48, -1.93], [2.76, -1.52, -7.38], [1.35, -1.03, -7.09], [0.93, 0.13, -7.94], [-0.02, 0.78, -7.10], [0.32, 0.49, -5.82], [-0.15, 1.02, -4.86], [1.27, -0.49, -5.77], [2.82, -1.94, -8.39], [3.48, -0.71, -7.30], [3.05, -2.28, -6.66], [0.64, -1.86, -7.16], [0.47, -0.18, -8.88], [1.74, 0.84, -8.15], [7.56, -2.26, -4.32], [6.16, -1.77, -4.02], [5.73, -0.60, -4.87], [4.78, 0.04, -4.03], [5.13, -0.25, -2.74], [4.66, 0.27, -1.78], [6.08, -1.23, -2.71], [7.63, -2.68, -5.33], [8.29, -1.45, -4.23], [7.86, -3.02, -3.60], [5.45, -2.60, -4.09], [5.27, -0.91, -5.81], [6.54, 0.10, -5.08], [-2.94, 2.35, -5.58], [-3.83, 1.98, -6.75], [-5.25, 2.44, -6.59], [-5.96, 1.49, -7.38], [-5.21, 0.35, -7.38], [-5.60, -0.71, -7.79], [-3.98, 0.57, -6.86], [-2.81, 3.43, -5.50], [-3.34, 1.97, -4.64], [-1.95, 1.89, -5.70], [-3.39, 2.35, -7.69], [-5.41, 3.45, -6.96], [-5.62, 2.37, -5.56], [-0.46, 6.17, 1.24], [-1.47, 5.98, 0.12], [-2.72, 5.26, 0.54], [-3.15, 4.65, -0.68], [-2.03, 4.46, -1.42], [-1.99, 3.80, -2.42], [-0.96, 5.11, -0.89], [-0.85, 6.84, 2.01], [-0.20, 5.22, 1.70], [0.47, 6.58, 0.84], [-1.70, 6.94, -0.35], [-3.49, 5.94, 0.92], [-2.55, 4.47, 1.28], [-0.61, 6.20, 7.44], [-0.70, 5.09, 6.42], [0.59, 4.83, 5.70], [0.14, 4.29, 4.46], [-1.10, 4.81, 4.24], [-1.70, 4.72, 3.21], [-1.57, 5.44, 5.35], [0.05, 5.93, 8.27], [-0.25, 7.13, 6.98], [-1.61, 6.42, 7.85], [-1.09, 4.18, 6.89], [1.23, 4.11, 6.22], [1.17, 5.73, 5.50], [-2.05, -3.99, 5.31], [-2.67, -5.33, 5.62], [-4.13, -5.42, 5.27], [-4.61, -6.39, 6.19], [-3.80, -6.33, 7.28], [-4.02, -6.88, 8.32], [-2.70, -5.57, 7.03], [-2.02, -3.81, 4.24], [-2.60, -3.18, 5.79], [-1.03, -3.95, 5.70], [-2.10, -6.14, 5.16], [-4.29, -5.74, 4.24], [-4.68, -4.48, 5.44], [-8.10, 7.45, 3.63], [-7.18, 7.92, 2.52], [-5.84, 7.25, 2.52], [-5.01, 8.23, 1.91], [-5.58, 9.44, 2.18], [-5.05, 10.49, 1.98], [-6.83, 9.29, 2.70], [-8.38, 6.40, 3.50], [-7.62, 7.56, 4.61], [-9.01, 8.05, 3.66], [-7.69, 7.82, 1.55], [-5.84, 6.32, 1.94], [-5.45, 7.04, 3.52]], "lowdin_charge": [0.008, -0.403, 0.050, -0.056, -0.177, -0.124, -0.147, -0.121, -0.330, -0.549, 0.965, -0.654, -0.182, 0.952, -0.355, 0.779, -0.280, -0.257, -0.213, -0.302, -0.083, -0.164, -0.160, -0.170, -0.110, -0.261, 0.061, -0.024, -0.031, 0.090, 0.100, 0.067, 0.096, 0.125, 0.093, 0.092, 0.140, 0.118, 0.127, 0.109, 0.050, 0.104, 0.044, 0.035, 0.137, 0.054, 0.111, 0.124, 0.078, 0.121, 0.131, 0.137, 0.152, -0.020, -0.336, -0.101, 0.069, -0.516, 0.130, 0.045, 0.095, 0.080, 0.086, 0.165, 0.145, 0.143, -0.016, -0.343, -0.103, 0.065, -0.533, 0.139, 0.076, 0.093, 0.093, 0.090, 0.160, 0.122, 0.145, -0.012, -0.342, -0.109, 0.060, -0.542, 0.150, 0.086, 0.098, 0.098, 0.051, 0.160, 0.140, 0.142, -0.022, -0.318, -0.102, 0.066, -0.538, 0.139, 0.087, 0.094, 0.071, 0.091, 0.162, 0.129, 0.114, -0.020, -0.342, -0.100, 0.061, -0.512, 0.105, 0.095, 0.093, 0.092, 0.089, 0.164, 0.146, 0.144, -0.040, -0.329, -0.108, 0.062, -0.539, 0.156, 0.091, 0.039, 0.105, 0.083, 0.162, 0.140, 0.143, -0.022, -0.346, -0.117, 0.053, -0.536, 0.162, 0.088, 0.092, 0.091, 0.088, 0.162, 0.138, 0.143], "spin_multiplicity": 1, "total_charge": 0, "gap_ev": 8.4, "fmax_ev_per_a": 4.8, "smiles": "CC(=O)OCCCC[C@]1(/C(I)=C(/C)I)OS(=O)(=O)O[C@@]1(CCCCOC=O)ON=O.C[C@@H]1COC(=O)O1.C[C@@H]1COC(=O)O1.C[C@@H]1COC(=O)O1.C[C@@H]1COC(=O)O1.C[C@@H]1COC(=O)O1.C[C@@H]1COC(=O)O1.C[C@@H]1COC(=O)O1", "homo_ha": -0.33227}

---

# 9
{"formula": "C4H6S3", "method": "the ωB97M-V functional and the def2-TZVPD basis", "elements": ["C", "C", "C", "C", "H", "H", "H", "H", "H", "H", "S", "S", "S"], "xyz": [[-0.57, 0.65, -0.59], [-1.02, -0.12, 0.66], [-0.21, -0.80, -0.43], [2.26, -0.38, 0.72], [-2.53, 1.69, -1.24], [0.17, 1.45, -0.51], [-0.47, 0.10, 1.55], [-2.06, -0.36, 0.76], [-0.75, -1.47, -1.09], [1.70, 0.56, 0.90], [-1.71, 0.89, -1.89], [1.37, -1.64, -0.08], [3.80, -0.57, 1.23]], "lowdin_charge": [-0.689, -0.137, -0.607, -1.074, -0.136, 0.096, 0.094, 0.094, 0.077, 0.016, 0.790, 0.900, 0.576], "spin_multiplicity": 1, "total_charge": 0, "gap_ev": 8.5, "fmax_ev_per_a": 1.6, "relative_energy_kcal_mol": 23.3, "smiles": "S=CS[C@H]1C[C@@H]1S", "homo_ha": -0.32406}

---

# 10
{"formula": "C5H10N3P", "method": "the ωB97M-V functional and the def2-TZVPD basis", "elements": ["C", "C", "C", "C", "C", "N", "N", "N", "P", "H", "H", "H", "H", "H", "H", "H", "H", "H", "H"], "xyz": [[1.75, 0.66, 0.37], [-0.39, 0.18, 0.45], [2.88, 1.62, 0.38], [0.53, -2.63, 0.09], [-2.84, 1.22, -0.22], [0.46, 1.09, 0.48], [1.90, -0.63, 0.29], [0.78, -1.27, 0.37], [-2.09, -0.17, 0.76], [2.51, 2.63, 0.20], [3.39, 1.60, 1.34], [3.61, 1.36, -0.39], [-0.54, -2.80, 0.23], [0.81, -2.90, -0.93], [1.07, -3.28, 0.79], [-3.92, 1.09, -0.28], [-2.43, 1.28, -1.23], [-2.64, 2.15, 0.31], [-2.18, -1.15, -0.25]], "lowdin_charge": [-0.430, -0.395, -0.044, -0.101, -0.351, 0.082, 0.071, -0.146, 0.855, 0.071, 0.071, 0.072, 0.058, 0.083, 0.083, 0.024, 0.034, 0.029, -0.065], "spin_multiplicity": 1, "total_charge": 0, "gap_ev": 8.5, "fmax_ev_per_a": 5.3, "relative_energy_kcal_mol": 26.4, "homo_ha": -0.28405}

---

# 11
{"formula": "C2H5Li2O", "method": "the ωB97M-V functional and the def2-TZVPD basis", "elements": ["H", "O", "C", "C", "H", "H", "H", "H", "Li", "Li"], "xyz": [[2.06, 0.30, -1.68], [-1.04, 0.82, 0.37], [-0.58, -0.44, 0.01], [0.91, -0.54, 0.00], [-0.95, -0.73, -1.00], [-0.97, -1.23, 0.69], [1.40, -1.42, -0.43], [1.47, -0.02, 0.80], [0.15, 2.11, -0.13], [-2.44, 1.16, 1.37]], "lowdin_charge": [-0.074, -0.605, -0.568, -0.235, 0.093, 0.079, -0.021, -0.009, 0.573, 0.766], "spin_multiplicity": 2, "total_charge": 0, "gap_ev": [2.6, 4.1], "fmax_ev_per_a": 2.1, "homo_ha": [-0.14978, -0.20585]}

---

# 12
{"formula": "C8H10O2", "method": "the ωB97M-V functional and the def2-TZVPD basis", "elements": ["C", "C", "C", "C", "C", "C", "O", "C", "C", "O", "H", "H", "H", "H", "H", "H", "H", "H", "H", "H"], "xyz": [[0.75, 0.38, 1.39], [1.27, 1.72, 0.96], [-1.08, -1.18, -2.03], [1.20, -0.75, 0.92], [-0.73, 0.24, -1.65], [1.69, -1.87, 0.48], [-0.25, 0.46, 2.33], [-1.63, 0.79, -0.67], [-2.36, 1.26, 0.15], [0.20, 0.86, -2.12], [-0.52, -0.42, 2.60], [1.83, 2.17, 1.77], [0.42, 2.36, 0.72], [1.90, 1.61, 0.08], [-2.06, -1.19, -2.50], [-0.34, -1.57, -2.73], [-1.12, -1.80, -1.14], [2.53, -2.36, 0.96], [1.30, -2.37, -0.39], [-3.00, 1.67, 0.88]], "lowdin_charge": [-0.409, -0.021, -0.017, -0.060, -0.493, 0.016, 0.020, -0.055, 0.168, 0.100, 0.108, 0.085, 0.077, 0.085, 0.090, 0.086, 0.083, 0.054, 0.044, 0.038], "spin_multiplicity": 1, "total_charge": 0, "gap_ev": 9.2, "fmax_ev_per_a": 1.1, "relative_energy_kcal_mol": 105.5, "smiles": "C#CC(C)=O.C=C=C(C)O", "homo_ha": -0.31946}